{"formula": "C26H39N4PReS", "method": "ωB97M-V with the def2-TZVPD basis set", "symbols": ["Re", "S", "P", "N", "N", "N", "N", "C", "C", "C", "C", "C", "C", "C", "C", "C", "C", "C", "C", "C", "C", "C", "C", "C", "C", "C", "C", "C", "C", "C", "C", "C", "C", "H", "H", "H", "H", "H", "H", "H", "H", "H", "H", "H", "H", "H", "H", "H", "H", "H", "H", "H", "H", "H", "H", "H", "H", "H", "H", "H", "H", "H", "H", "H", "H", "H", "H", "H", "H", "H", "H", "H"], "coordinates": [[0.126911, 0.291615, 0.653434], [2.375417, 1.004716, 0.633091], [0.144625, -0.014637, -1.841509], [1.074589, 1.230900, 2.982175], [0.002330, 1.523351, 2.265333], [3.328711, 0.968609, 3.140821], [-2.000349, 1.189407, 0.736229], [2.273040, 1.096601, 2.384151], [-0.041646, -4.785568, 2.475262], [-0.421481, 2.711792, -1.753685], [4.709721, 0.810994, 2.666913], [-2.061604, -1.815289, -1.885598], [-0.502239, -1.395690, 1.145661], [-0.787061, -2.631588, 1.660149], [0.260793, -3.553412, 1.958248], [-4.262796, 1.579022, 0.091148], [1.453198, -2.487776, -1.720478], [5.388938, 2.152288, 2.402437], [-0.866394, 3.362139, 3.616633], [1.698909, -1.025929, -2.104754], [-2.138797, -3.010479, 1.916101], [0.251123, 1.830539, -4.004710], [2.283201, -0.870291, -3.508883], [-1.016191, -1.265717, -4.101947], [-0.952796, 2.346078, 2.540985], [-2.122419, 2.147644, 1.690447], [-3.047403, 0.923215, -0.041560], [-1.373175, -5.140317, 2.712259], [-4.392338, 2.562368, 1.056119], [-2.414081, -4.247777, 2.434741], [-3.300672, 2.852485, 1.864690], [0.450351, 1.691910, -2.491434], [-1.339581, -0.736770, -2.699058], [1.502188, 1.885558, -2.251999], [0.752119, -5.484286, 2.702199], [-5.324215, 3.095731, 1.189101], [-0.925221, 4.368847, 3.196157], [-1.600012, -6.117669, 3.118326], [-1.702482, 3.250713, 4.310281], [-1.483379, 2.498270, -1.892590], [-2.134217, -1.557034, -0.833527], [5.251916, 0.260600, 3.432202], [-3.437443, -4.536083, 2.632815], [-0.233935, 3.707160, -2.156528], [2.421134, -0.595747, -1.410319], [3.182727, 1.016973, 4.144039], [2.402882, -3.021293, -1.682782], [-2.911447, 0.156729, -0.790548], [3.160871, -1.517464, -3.571686], [0.829776, -2.992498, -2.457323], [-0.790552, 1.675283, -4.287352], [0.064698, 3.258925, 4.166515], [0.881031, 1.154461, -4.576498], [-2.000323, 0.130648, -2.812995], [5.407204, 2.764543, 3.303552], [-0.200995, 2.753738, -0.681150], [-5.089593, 1.314156, -0.553184], [4.882656, 2.707543, 1.611382], [6.417226, 1.977529, 2.090895], [-3.068354, -1.950932, -2.282710], [1.287685, -3.266683, 1.770911], [-0.423958, -2.178033, -4.059566], [1.601560, -1.177488, -4.298321], [4.693809, 0.211629, 1.757061], [2.626952, 0.144898, -3.698510], [0.973975, -2.565349, -0.744032], [-1.957498, -1.516357, -4.593203], [-1.550582, -2.774678, -1.965949], [0.521020, 2.847188, -4.292205], [-3.370775, 3.618078, 2.624890], [-0.507497, -0.538091, -4.729481], [-2.929789, -2.303949, 1.698720]], "atomic_forces_ev_per_a": [[-1.905, -2.316, 0.668], [-0.018, -0.214, -0.154], [0.018, 0.039, 0.251], [-0.447, -0.395, 1.414], [-0.132, 0.478, -0.887], [-0.344, -0.025, -0.020], [1.074, -0.357, 0.015], [0.579, 0.104, -0.782], [-0.017, -0.186, 0.079], [0.058, -0.047, -0.063], [0.447, 0.225, -0.205], [0.120, -0.016, -0.154], [1.465, 3.082, -0.825], [-0.199, -0.865, 0.325], [-0.029, 0.339, -0.132], [-0.058, 0.150, 0.141], [0.021, 0.123, -0.052], [-0.151, 0.004, 0.086], [-0.001, -0.096, 0.091], [-0.426, -0.034, -0.090], [0.223, 0.333, -0.182], [0.076, 0.071, 0.045], [0.187, -0.071, -0.052], [-0.114, 0.048, -0.126], [0.102, 0.147, 0.376], [-0.407, 0.068, -0.160], [0.085, -0.094, -0.162], [0.057, 0.208, -0.080], [-0.058, -0.085, -0.107], [-0.085, -0.186, 0.087], [0.208, 0.024, 0.057], [-0.110, -0.120, -0.079], [0.246, 0.021, 0.102], [0.010, -0.038, 0.018], [-0.017, -0.006, -0.004], [-0.006, -0.004, -0.025], [0.001, -0.011, -0.056], [-0.010, 0.003, 0.002], [-0.002, -0.018, -0.007], [-0.018, 0.030, 0.035], [-0.038, -0.147, 0.134], [-0.108, -0.075, 0.038], [0.008, -0.003, -0.004], [0.006, 0.006, 0.019], [-0.011, 0.016, 0.075], [-0.103, -0.008, 0.045], [0.012, 0.025, 0.002], [-0.051, 0.115, 0.088], [-0.008, 0.013, 0.004], [-0.021, -0.014, 0.031], [0.006, 0.019, -0.002], [0.000, 0.019, 0.012], [-0.043, 0.019, -0.024], [0.036, 0.061, 0.023], [0.027, 0.010, -0.013], [-0.019, 0.029, 0.029], [0.024, -0.016, -0.023], [0.004, -0.009, 0.001], [-0.006, -0.020, 0.004], [0.002, -0.021, -0.011], [-0.001, -0.010, -0.001], [0.005, 0.016, 0.014], [0.025, 0.015, 0.042], [-0.079, -0.095, 0.063], [-0.027, 0.009, -0.034], [0.006, -0.132, 0.008], [0.000, -0.011, 0.006], [0.025, 0.018, 0.051], [-0.023, 0.004, -0.010], [0.019, -0.012, 0.014], [-0.047, -0.082, 0.018], [-0.043, -0.055, 0.015]], "mulliken_charge": [1.346, -0.466, -0.639, -1.411, 0.587, -0.121, 0.216, 0.676, -0.898, -1.224, -0.503, -1.366, 0.122, 0.754, -0.118, -1.075, -1.440, -1.007, -1.734, 1.008, -0.140, -1.754, -1.531, -1.707, 0.775, 0.800, -0.212, -0.327, -0.709, -0.871, -0.838, 0.588, 0.641, 0.618, 0.456, 0.469, 0.417, 0.454, 0.469, 0.281, 0.142, 0.382, 0.452, 0.541, 0.189, 0.329, 0.538, 0.452, 0.486, 0.246, 0.375, 0.370, 0.358, 0.665, 0.351, 0.126, 0.531, 0.307, 0.375, 0.510, 0.491, 0.314, 0.263, 0.293, 0.415, 0.164, 0.483, 0.330, 0.515, 0.545, 0.376, 0.499], "total_energy_ev": -55782.369, "charge": 3, "homo_lumo_gap_ev": [5.340, 6.261], "e_homo_ev": [-17.249, -17.349], "de_lowest_kcal_mol": 31.80}